1.
The following is a quantum chemistry calculation of a 7-piece molecular cluster, C8H32N2O7 overall, from OMol25.

Computed properties:
HOMO energy = -9.041 eV
gap between HOMO and LUMO = 9.0 eV
total energy = -26127.045 eV
LUMO = -0.03 eV
net charge = 0
SMILES = COC[C@H](C)N.COC[C@H](C)N.O.O.O.O.O
energy relative to the best compared isomer or geometry (same formula, charge and spin) = 0.489 eV

Structure (XYZ):
```
49
Properties=species:S:1:pos:R:3:forces:R:3
O -0.01334 -0.68537 -0.20009 -0.294 -0.246 -0.107
O -0.35661 -3.34343 0.61720 -0.125 -0.317 -0.175
O 2.03288 0.39872 -4.28015 -0.272 -0.295 -0.064
O -2.76390 0.81504 -1.07939 0.287 0.086 -0.056
O 2.35280 -0.24601 1.40678 -0.212 -0.028 -0.218
O -2.10735 1.52296 3.31325 0.028 0.016 -0.163
O 0.46760 -1.90304 3.22269 -0.107 -0.003 -0.160
N 4.27892 -1.72239 -6.24922 0.321 0.343 0.497
N -3.60484 2.57434 6.48795 -0.198 0.017 -0.540
C -2.27700 0.42016 2.45608 -0.003 -0.059 -0.206
C -1.24642 1.97403 5.99289 0.245 0.541 -0.762
C -2.58033 2.47025 5.43161 -0.353 -0.023 0.522
C -3.10468 1.59713 4.30070 0.192 -0.398 0.620
C 1.26889 0.21756 -3.10350 -0.340 0.137 -0.171
C 3.37857 -0.60337 -5.98627 0.058 0.251 -0.402
C 2.28191 -0.49316 -7.03945 -0.294 -0.114 0.304
C 2.82519 -0.73018 -4.58233 0.292 0.026 0.438
H -1.52814 0.47078 1.66736 0.011 0.173 0.037
H -1.03153 -3.89115 0.19520 0.083 0.059 0.109
H 3.62470 -0.81370 -3.83422 0.255 0.041 -0.223
H 0.83360 -1.36641 2.50131 0.142 -0.072 0.258
H -0.14057 -2.51278 2.78987 0.088 0.076 -0.043
H 4.51037 -1.77828 -7.22852 -0.020 -0.158 -0.067
H -0.96914 2.57781 6.85736 -0.049 -0.057 0.120
H 0.31988 0.74288 -3.22886 0.037 0.075 -0.057
H -2.11069 -0.53219 2.97150 -0.138 0.054 0.153
H 2.70870 -0.42662 -8.04026 0.077 -0.041 -0.006
H -0.35947 -1.58293 -0.01571 0.338 0.385 0.027
H -3.30345 0.59488 4.71503 0.056 -0.067 -0.048
H -3.19248 3.00631 7.30213 -0.049 0.029 0.114
H -0.77277 -0.18255 -0.52352 -0.051 0.045 0.015
H 2.25956 -1.66938 -4.47515 -0.296 0.100 -0.224
H 1.66744 -1.39706 -6.97955 -0.145 0.105 -0.162
H -2.46254 3.47182 5.00817 0.194 0.043 0.126
H 3.07857 -0.65222 0.92181 -0.039 0.027 0.081
H -2.75899 0.96671 -2.03241 -0.042 -0.012 0.104
H -1.25931 0.92044 6.27001 -0.124 -0.040 0.003
H -3.27572 0.43485 2.00409 -0.010 -0.113 -0.036
H 3.90766 -2.60426 -5.92529 -0.133 -0.050 -0.182
H 1.65937 0.38960 -6.88165 -0.031 -0.108 0.043
H 0.47491 -3.81283 0.46832 -0.072 0.127 0.083
H -2.59474 1.68366 -0.69163 -0.085 -0.111 -0.005
H 1.03350 -0.83770 -2.95483 0.044 -0.023 0.172
H 3.94203 0.33565 -6.02987 0.209 -0.150 0.124
H 1.74621 0.62659 -2.21096 0.248 -0.142 -0.011
H -3.93649 1.65787 6.76734 0.119 -0.037 0.024
H -4.05977 1.95995 3.90510 0.058 0.203 -0.067
H -0.47055 2.13712 5.23896 0.030 -0.266 0.117
H 1.62757 -0.18007 0.76015 0.071 -0.030 0.061
```
Forces are in eV/Å.

2.
The following is a quantum chemistry calculation of C8H33MnN14O12 as an isolated structure in a non-equilibrium geometry, from OMol25.

Computed properties:
HOMO energy (spin up / spin down) = -10.927 / -10.927 eV
gap between HOMO and LUMO (spin up / spin down) = 7.4 / 6.8 eV
total energy = -85586.590 eV
LUMO (spin up / spin down) = -3.49 / -4.10 eV
net charge = +1
multiplicity = 6
energy relative to the best compared isomer or geometry (same formula, charge and spin) = 0.000 eV
⟨S²⟩ = 8.75

Structure (XYZ):
```
68
Properties=species:S:1:pos:R:3:forces:R:3
Mn -13.74912 -7.90970 -14.89880 -0.401 1.068 1.412
O -15.17266 -7.51069 -16.25975 0.978 -0.900 -1.243
O -19.09346 -2.53377 -15.10361 0.474 0.577 -0.646
O -14.55027 -2.23433 -16.49275 1.492 -0.075 0.238
O -18.11980 -1.96791 -11.04059 0.282 -0.045 -0.233
O -14.48587 -5.22887 -11.91123 -0.180 -0.273 0.066
O -15.04056 -8.77051 -13.30524 0.175 -0.599 -0.175
O -14.04408 -6.12000 -13.88187 -0.139 0.403 -1.502
O -13.23237 -2.22390 -10.61835 0.054 -0.652 -0.747
O -12.07850 -8.22592 -13.63893 -0.507 -0.647 -1.315
O -13.74262 -6.60133 -9.40156 0.189 -0.233 0.222
O -9.83222 -3.70296 -11.32787 0.684 -0.987 0.512
O -15.00050 -4.01944 -13.65475 0.626 -1.869 0.526
N -10.64259 -8.07098 -11.95220 -0.598 -0.595 0.071
N -15.85507 -1.74915 -11.13433 0.953 0.800 -0.958
N -11.91153 -0.63272 -11.39993 0.359 1.087 0.320
N -13.02511 -3.81535 -16.01965 0.374 -1.932 0.887
N -10.54166 -6.52708 -13.68469 -0.315 -0.740 0.033
N -16.94898 -2.09765 -14.52769 0.392 1.681 3.208
N -16.77047 -3.68209 -10.49356 0.623 -2.704 0.488
N -11.41368 -5.12345 -10.62717 -0.319 -0.638 0.330
N -16.74029 -5.99813 -15.87570 0.307 0.231 -0.249
N -17.21376 -7.69709 -17.28339 0.679 -1.662 -1.837
N -17.31812 -2.93002 -16.49874 -0.918 -0.817 -2.744
N -9.29989 -5.49688 -9.97490 2.038 -0.177 0.008
N -12.82592 -2.05905 -12.88074 -0.800 -0.514 0.329
N -12.34153 -1.99543 -17.13961 -0.444 -0.307 0.543
C -12.73373 -1.65788 -11.60301 0.914 -0.439 1.043
C -16.30835 -7.05701 -16.55200 -1.073 0.773 2.368
C -16.99848 -2.44704 -10.93438 -1.146 1.830 0.513
C -14.50281 -5.20381 -13.15376 0.900 -0.988 0.958
C -17.89729 -2.45792 -15.36709 -0.643 -1.373 0.441
C -11.10842 -7.63655 -13.11672 0.440 2.319 -0.514
C -13.38063 -2.64823 -16.53188 -1.608 1.937 -1.255
C -10.13992 -4.68927 -10.64996 -1.254 1.582 -1.400
H -10.08769 -7.49274 -11.34080 0.046 0.039 -0.070
H -11.62140 -5.76843 -9.88335 -0.815 -0.019 -0.324
H -12.51129 -1.12815 -17.61854 0.093 -0.211 -0.215
H -17.96127 -2.77914 -17.26721 0.288 -0.384 -0.204
H -16.34672 -2.72584 -16.71126 -0.277 0.376 0.236
H -11.64621 -0.01514 -12.14626 0.294 0.106 0.339
H -12.12976 -4.55192 -11.04858 -0.138 0.033 0.388
H -15.99601 -5.38699 -15.57696 -0.541 0.387 0.427
H -15.88883 -0.75361 -11.27988 -0.572 -0.107 -0.108
H -14.91852 -2.06710 -10.89382 -0.412 -0.326 0.385
H -14.36219 -6.38091 -10.10385 0.096 0.207 -0.261
H -9.55294 -6.20716 -9.31146 -0.204 0.236 0.080
H -14.74883 -9.62552 -12.96773 -0.066 -0.086 0.043
H -15.99556 -2.40303 -14.57922 -0.045 0.257 -0.432
H -12.38549 -1.50996 -13.59523 -0.100 -0.523 -0.335
H -10.04028 -5.82224 -13.16437 0.072 -0.215 0.228
H -17.69283 -5.68499 -15.97972 0.252 0.629 -0.025
H -15.16636 -3.82117 -12.70529 -1.071 2.112 -0.343
H -11.56749 -2.60500 -17.33201 0.402 0.744 -0.446
H -12.08926 -4.16122 -16.13350 -0.080 -0.025 0.298
H -13.52462 -5.75452 -9.00048 -0.272 0.080 0.110
H -8.33640 -5.19912 -10.00330 -0.041 -0.136 0.275
H -13.27261 -2.95688 -12.98112 0.051 0.453 -0.839
H -16.78768 -8.37046 -17.90745 -0.222 -0.316 0.223
H -11.34546 -8.69501 -11.58183 0.504 -0.080 0.736
H -17.51766 -4.27961 -10.18490 -0.259 0.343 -0.291
H -15.90649 -4.15522 -10.71670 -0.005 0.164 0.260
H -11.72638 -0.45868 -10.42599 0.077 0.541 -0.228
H -15.50268 -8.36009 -12.56545 0.035 0.391 -0.109
H -17.30092 -1.78771 -13.62926 0.269 -0.169 0.066
H -13.65910 -4.26452 -15.38026 0.106 -0.123 -0.099
H -10.85878 -6.24469 -14.59488 -0.130 -0.081 0.108
H -18.03636 -7.29582 -17.70488 0.079 0.579 0.427
```
Forces are in eV/Å.

Question: What is the formula in the first record?
Answer: C8H32N2O7

Question: What is the energy relative to the best compared isomer or geometry (same formula, charge and spin) in the second record?
Answer: 0.000 eV

Question: Look up the net charge of the first one.
Answer: 0

Question: Among the records above, which one has the lowest energy relative to the best compared isomer or geometry (same formula, charge and spin)?
Answer: C8H33MnN14O12